C12H18O13 | ωB97M-V with the def2-TZVPD basis set

Last column: natural (NBO) charge in e.
Element x y z (Å)
O: -3.69 0.68 6.40  -0.4938
O: -2.79 3.12 -3.24  -0.5885
O: 0.52 1.86 0.41  -0.9433
O: -3.38 0.16 4.29  -0.4786
O: 6.50 0.25 -5.13  -0.5974
O: 6.88 2.19 -4.00  -0.4639
O: -4.59 2.74 -1.79  -0.4796
O: 1.83 -6.06 -0.85  -0.4859
O: 1.48 -3.93 -1.45  -0.5751
O: 0.10 -5.53 -2.11  -0.4703
O: 5.81 0.59 -2.99  -0.4784
O: -5.49 0.74 4.95  -0.5765
O: -3.78 4.71 -1.91  -0.4766
C: -2.21 -0.16 5.05  -0.1091
C: 6.13 1.42 -1.88  -0.0864
C: -5.27 3.51 -0.86  -0.1030
C: -4.39 4.73 -0.74  -0.0881
C: 1.14 -5.07 -1.46  0.9640
C: -2.27 0.64 6.34  -0.1021
C: -0.04 -6.91 -1.91  -0.1047
C: -4.29 0.59 5.20  0.9696
C: 6.40 0.95 -4.10  0.9639
C: 6.64 2.61 -2.67  -0.1082
C: 1.25 -7.30 -1.19  -0.1009
C: -3.67 3.50 -2.42  0.9707
H: 0.38 0.94 0.22  0.4721
H: -5.15 2.97 0.07  0.2079
H: -3.72 4.67 0.11  0.1705
H: -1.59 0.34 7.15  0.2190
H: 7.50 3.05 -2.16  0.1958
H: 0.06 -7.43 -2.86  0.2023
H: 0.00 2.32 -0.25  0.4714
H: 5.82 3.32 -2.58  0.1822
H: -6.26 3.81 -1.20  0.1895
H: -1.83 1.64 6.29  0.1774
H: 6.94 0.95 -1.32  0.1853
H: 1.98 -7.79 -1.83  0.1769
H: -0.91 -7.12 -1.29  0.1960
H: -2.12 -1.20 5.36  0.1905
H: -5.04 5.55 -0.45  0.1971
H: -1.36 0.19 4.47  0.2036
H: 1.22 -7.99 -0.34  0.1976
H: 5.27 1.74 -1.31  0.2072

Values from the calculation:
ΔE to the lowest compared entry with this formula, charge and spin = 2.5131 eV
HOMO level = -10.51 eV
Structure (SMILES) = O=C1OCCO1.O=C1OCCO1.O=C1OCCO1.O=C1OCCO1.O